1.
20
Properties=species:S:1:pos:R:3:forces:R:3 method="wB97M-V/def2-TZVPD" molar_mass_g_mol=86.18 smiles=CC(C)C(C)C lumo_ev=1.15 energy_ev=-6449.082 e_homo_ev=-10.68 de_lowest_kj_mol=31.5
C -1.837192 0.934557 0.052664 -0.1 0.0 0.2
C -0.739048 -0.109964 0.301253 0.0 -0.1 0.2
C -0.949059 -1.362811 -0.544481 0.1 -0.1 0.0
C 0.682403 0.468209 0.309662 0.0 0.0 0.0
C 1.590321 -0.423172 1.152158 0.1 -0.1 0.0
C 1.262781 0.700959 -1.082449 0.0 0.0 -0.1
H -1.496641 1.978039 0.068815 0.1 -0.3 0.0
H -2.453581 0.780846 -0.841983 0.3 -0.1 0.1
H -2.451974 0.765532 0.927972 -0.8 0.6 -0.1
H -0.910659 -0.443723 1.339821 0.2 0.1 -0.3
H -0.701148 -1.221282 -1.602857 0.0 0.1 0.2
H -2.003320 -1.660835 -0.491919 0.2 0.0 0.0
H -0.350252 -2.187851 -0.146980 0.0 0.0 -0.2
H 0.611065 1.444439 0.814414 0.0 -0.2 -0.1
H 1.714641 -1.406104 0.681911 0.0 0.1 0.1
H 1.155436 -0.581371 2.147084 0.1 0.0 -0.2
H 2.581331 0.022689 1.277431 -0.1 -0.1 0.0
H 0.610391 1.335526 -1.694766 0.1 -0.1 0.1
H 2.242771 1.186925 -1.015664 -0.1 -0.1 0.0
H 1.400833 -0.250714 -1.608817 0.0 0.1 0.0

2.
20
Properties=species:S:1:pos:R:3:forces:R:3 method="wB97M-V/def2-TZVPD" molar_mass_g_mol=86.18 smiles="C=CC.CCC" lumo_ev=0.77 energy_ev=-6445.281 e_homo_ev=-8.14 de_lowest_kj_mol=398.3
C 0.072428 -0.306576 2.876734 3.1 -2.7 0.6
C -1.131706 0.261648 2.803615 1.7 0.3 -1.5
C -1.824671 0.889925 3.880845 -4.5 -1.1 2.9
H 1.079994 -0.099660 2.382885 -2.2 -0.5 -1.3
H 0.311586 -1.260200 3.471365 -0.5 2.3 1.0
H -1.515956 0.469910 1.822234 0.3 1.4 -0.6
H -1.590779 0.594219 4.954242 0.3 0.5 -1.5
H -2.938444 0.648984 3.799774 0.9 0.1 0.2
H -1.913540 1.979063 3.761395 0.8 -0.2 0.1
C -0.020411 -0.481438 -1.779684 -1.4 2.3 1.2
C 1.335423 -0.363142 -2.321659 1.8 -2.0 -2.4
C 1.440795 -0.123432 -3.864805 -4.5 0.5 0.3
H -0.719409 -0.882863 -2.493273 -0.3 -0.7 0.0
H -0.097159 -0.890225 -0.752057 0.1 -0.2 -0.8
H -0.336517 0.584829 -1.663646 -0.3 -0.6 0.0
H 1.969224 0.285980 -1.773191 0.4 0.8 0.5
H 1.816572 -1.329606 -2.316878 0.4 -0.5 0.9
H 0.458647 0.449070 -4.193043 1.4 -1.4 0.4
H 1.509997 -1.056606 -4.466688 0.1 0.8 0.5
H 2.093924 0.630118 -4.128165 2.2 1.0 -0.5